Entry 1:
14
Properties=species:S:1:pos:R:3:forces:R:3 method="wB97M-V/def2-TZVPD" e_above_lowest_kcal_mol=46.1 spin_multiplicity=1 total_energy_ev=-8834.2033 homo_lumo_gap_ha=0.370 smiles="NC(=O)[C@@H]1C=CC1" e_homo_ev=-9.109
N -1.59021 -0.81212 1.59229 -0.09 0.54 -0.89
C -1.41124 0.18971 0.66838 1.20 -2.08 0.09
O -2.10536 1.14583 0.61121 -1.25 1.92 -0.30
C -0.30978 -0.18716 -0.39103 -0.56 1.71 2.69
C 1.10704 -0.31955 0.11553 0.07 1.73 -1.63
C 1.55605 0.69035 -0.63613 -2.86 -0.34 0.84
C 0.19163 1.08541 -1.13053 -0.98 -0.59 0.76
H -0.80428 -1.35259 1.76215 1.37 -1.35 0.35
H -2.29384 -0.84980 2.28455 -0.71 0.56 0.48
H -0.73300 -1.07327 -0.74991 -0.40 -1.17 -1.76
H 1.61129 -0.85405 0.83374 0.83 -1.64 1.48
H 2.38210 1.25573 -0.80314 2.81 1.00 -0.09
H -0.36295 1.93258 -0.65857 0.95 -0.31 -0.43
H 0.08989 1.12695 -2.17254 -0.40 0.02 -1.59

Entry 2:
147
Properties=species:S:1:pos:R:3:forces:R:3 method="wB97M-V/def2-TZVPD" e_above_lowest_kcal_mol=0.0 spin_multiplicity=1 total_charge=-1 total_energy_ev=-103007.0962 homo_lumo_gap_ha=0.300 e_homo_ev=-5.919
P -0.30599 -0.19026 0.12981 0.23 -0.92 0.10
F -0.89390 -0.26762 -1.38515 0.27 -0.22 -0.31
F 0.66814 -1.52650 -0.07337 -0.12 1.33 -0.52
F 0.77751 0.84681 -0.41403 0.47 -0.04 0.14
F 0.28362 -0.05895 1.63894 -0.44 -0.16 -0.33
F -1.35588 1.01141 0.46104 0.10 -0.06 0.00
F -1.43985 -1.28314 0.51923 -0.43 0.09 0.94
C 0.02757 3.76338 6.42944 0.12 -0.14 -0.37
O -0.79503 4.79235 5.89508 0.27 -1.14 0.92
C -0.18971 5.65081 4.95529 -2.23 0.12 -0.56
C -0.05077 5.08971 3.52043 1.53 -0.44 2.59
O 1.03215 4.10232 3.57515 -1.73 1.38 -1.81
C 0.95801 3.36984 2.34732 0.83 -1.00 -0.85
C 1.33473 4.06305 0.98589 -0.16 -0.28 0.96
O 2.71050 4.30223 0.95613 1.79 1.58 0.37
C 3.23404 5.23511 1.93344 -0.47 -0.27 0.55
H 1.01646 4.16196 6.65600 0.25 -0.13 -0.18
H 0.07261 2.93435 5.72319 0.43 0.00 -0.05
H -0.35870 3.34444 7.35863 -0.50 0.43 0.03
H 0.64180 6.20091 5.39585 0.45 -0.24 -0.34
H -1.05913 6.30605 4.90155 0.41 1.03 -0.52
H 0.13992 5.94257 2.86900 0.30 -0.13 -0.33
H -0.98761 4.60942 3.23802 -0.06 -0.11 -0.04
H 0.02436 2.81019 2.29078 -0.44 0.27 -0.16
H 1.70907 2.58518 2.43856 0.15 -0.02 0.03
H 0.75787 4.93431 0.67569 -0.16 0.61 0.62
H 1.18331 3.41377 0.12356 -0.17 -0.71 0.45
H 2.65915 6.15132 2.06819 -0.69 0.00 -0.39
H 4.23682 5.62640 1.76192 0.12 -0.70 -0.95
H 3.27164 4.78986 2.92764 -0.08 -0.26 -0.03
C 4.01450 -5.71724 -0.41828 -1.09 0.10 -0.09
O 4.44026 -4.46348 -0.03318 1.22 0.76 1.36
C 4.17767 -4.19930 1.38906 0.09 0.39 -2.29
C 5.14801 -3.17270 1.88361 0.76 1.80 0.08
O 5.18820 -1.85909 1.21726 -1.26 -1.41 1.73
C 3.93607 -1.13363 1.40258 0.69 1.13 -1.32
C 4.22983 0.35283 0.94872 0.24 -1.77 -0.02
O 4.89226 0.27342 -0.27349 1.31 1.82 -1.07
C 5.23772 1.57838 -0.83125 -1.08 -1.38 -0.53
H 2.93861 -5.71800 -0.24342 -0.40 -0.81 0.13
H 4.51339 -6.51470 0.13241 0.00 -0.29 0.04
H 4.13486 -5.85311 -1.49306 0.38 0.11 -0.01
H 4.31404 -5.09805 1.99052 -0.17 -0.22 0.02
H 3.14895 -3.83900 1.39156 -0.17 -0.09 0.60
H 6.16743 -3.55675 1.92068 0.16 -0.05 -0.93
H 5.01100 -3.03932 2.95671 -0.71 0.28 0.25
H 3.53226 -1.11506 2.41485 0.42 -0.20 0.28
H 3.15204 -1.56297 0.77883 0.06 -0.06 -0.18
H 4.89120 0.75879 1.71416 -0.04 0.52 0.26
H 3.33779 0.94963 0.75850 -0.42 0.01 0.79
H 5.30018 1.49364 -1.91615 0.04 -0.61 -0.06
H 6.20563 1.98712 -0.54111 -0.12 0.03 0.81
H 4.37439 2.23589 -0.72908 0.23 0.49 0.57
C -2.74546 4.66535 0.43292 -0.72 -0.23 0.74
O -3.03154 4.29305 -0.91407 1.11 -0.06 1.76
C -1.83871 3.75499 -1.48775 -0.13 -0.36 -1.37
C -2.17080 2.53404 -2.34608 -0.11 1.33 -2.07
O -3.09443 3.02984 -3.33897 -0.91 0.39 0.42
C -3.58120 2.10347 -4.29514 0.48 0.34 1.45
C -4.59514 2.76682 -5.17827 1.07 -0.46 -0.43
O -3.86760 3.51737 -6.14695 -1.06 1.31 -0.62
C -4.74495 4.03721 -7.16404 -0.37 -0.81 0.20
H -3.57709 5.16281 0.93196 -0.47 0.13 -0.64
H -1.90656 5.34168 0.59702 0.39 0.04 -0.59
H -2.59232 3.79163 1.06636 0.36 -0.37 -0.13
H -0.96569 3.49042 -0.89114 -0.59 -0.14 1.16
H -1.43776 4.57166 -2.08808 0.00 -0.16 -0.69
H -2.49545 1.61644 -1.85545 -0.22 0.26 0.35
H -1.32699 2.30937 -2.99847 0.80 -0.36 0.74
H -4.08083 1.30190 -3.75113 0.04 -0.50 -0.12
H -2.71729 1.74465 -4.85462 -0.22 -0.41 -0.38
H -5.28783 3.33677 -4.55905 -0.02 0.40 -0.16
H -5.12967 1.95799 -5.67644 -0.35 -0.06 -0.23
H -5.15244 3.18189 -7.70301 0.02 -0.15 -0.38
H -4.31118 4.72948 -7.88564 0.81 -0.27 0.36
H -5.63359 4.55914 -6.80905 0.04 0.13 0.75
C 2.70803 -2.98042 4.66008 -1.09 1.01 0.78
O 1.92282 -2.38097 3.61153 2.82 0.22 -0.11
C 0.58018 -2.70269 3.61437 -0.51 -0.58 0.43
C -0.23115 -1.96328 4.69888 -0.95 -1.11 -0.35
O -1.59654 -2.44439 4.69355 -0.76 0.42 -0.55
C -2.45034 -1.95906 3.60367 1.89 -0.51 0.87
C -2.52994 -0.44143 3.62198 -0.46 0.59 0.28
O -2.61163 0.03552 4.97129 -0.67 1.06 0.79
C -2.71989 1.49827 5.05719 1.28 -1.04 -1.21
H 3.76970 -2.73970 4.71508 -0.08 0.46 -1.13
H 2.66420 -4.06684 4.73673 -0.52 -0.15 -0.27
H 2.33071 -2.50030 5.56297 -0.05 -0.57 0.59
H 0.54118 -3.78465 3.74066 -0.68 -0.28 0.27
H 0.20677 -2.49931 2.61072 -0.05 0.31 0.04
H -0.14756 -0.88099 4.60007 -0.09 0.06 -0.15
H 0.06683 -2.24865 5.70778 0.40 0.11 -0.09
H -3.43438 -2.42715 3.62924 0.03 0.00 0.88
H -2.00300 -2.38406 2.70514 -0.06 0.71 -0.52
H -3.45175 -0.17608 3.10434 -0.15 0.25 -0.32
H -1.70640 0.05704 3.11068 0.20 -0.15 -0.11
H -1.83195 1.84561 4.52896 -0.09 0.49 -0.51
H -2.58143 1.97491 6.02763 -0.35 -1.05 0.51
H -3.61801 1.90700 4.59412 -0.14 -0.24 -0.12
C -3.97536 -1.53762 -1.92020 0.51 0.12 1.39
O -4.11358 -1.93196 -3.05313 -0.59 -0.14 -0.62
N -4.91482 -1.51381 -0.92648 0.70 0.06 -1.42
C -4.59484 -1.11875 0.40279 0.41 0.09 1.22
C -6.27811 -1.90813 -1.14403 0.27 -0.22 -0.01
H -3.00578 -1.18855 -1.53257 0.04 0.07 -0.10
H -5.17870 -0.26289 0.74152 -0.08 0.22 -0.15
H -3.53954 -0.91820 0.58774 -0.02 0.24 -0.64
H -4.79751 -1.91353 1.12067 -0.35 -0.37 0.00
H -6.41706 -2.77492 -0.49793 -0.76 0.06 0.15
H -6.89497 -1.04693 -0.88727 -0.47 -0.31 0.14
H -6.47167 -2.21814 -2.17093 0.29 0.19 0.01
C -0.87831 -6.75836 0.18708 0.33 -1.05 2.00
O -0.12011 -6.67123 1.13951 0.40 -0.24 -0.35
N -1.54450 -5.76608 -0.34111 -1.85 1.68 -0.75
C -2.55059 -6.05765 -1.36080 0.51 0.51 0.04
C -1.36727 -4.37101 0.08909 0.11 0.08 -0.04
H -1.22394 -7.71870 -0.22583 0.45 -0.29 -0.11
H -3.57501 -5.83050 -1.06573 0.06 0.37 0.30
H -2.55836 -7.12527 -1.58038 0.32 0.13 -0.26
H -2.27426 -5.44047 -2.21569 -0.41 -0.30 -0.41
H -0.95026 -4.29743 1.09347 0.32 -0.40 -0.22
H -0.73143 -3.84114 -0.62016 0.16 0.06 0.12
H -2.29224 -3.79769 0.15105 -0.36 -0.42 -0.32
C 1.91763 1.24006 -3.71651 1.26 0.84 0.97
O 3.08126 1.54672 -3.46081 -1.05 -0.35 -0.42
N 1.36009 1.26010 -4.93215 -1.59 0.48 -1.10
C -0.02318 0.91269 -5.14299 -0.69 0.02 0.12
C 2.00270 1.72837 -6.12832 1.06 -1.21 -0.19
H 1.17876 1.00015 -2.93631 0.16 -0.33 0.12
H -0.18976 -0.02368 -5.67550 0.44 -0.40 0.08
H -0.49200 1.64327 -5.80221 -0.07 0.39 0.23
H -0.57958 0.86177 -4.20709 0.14 -0.03 -0.03
H 1.70752 1.03910 -6.91944 0.50 -0.45 -0.12
H 1.74155 2.67442 -6.60254 -0.26 0.61 1.03
H 3.06087 1.65390 -5.87768 0.16 0.28 -0.66
C 3.38392 -1.93578 -2.01367 1.87 0.75 2.50
O 4.52562 -1.86091 -1.59013 -0.79 -0.06 -0.55
N 3.08123 -2.52034 -3.14230 -1.32 -0.42 -3.76
C 4.09702 -2.93346 -4.10899 0.37 -1.36 0.19
C 1.69929 -2.75298 -3.52515 -0.41 -0.55 0.13
H 2.49336 -1.57230 -1.47797 0.09 0.05 0.20
H 3.89570 -2.85847 -5.17761 -1.05 0.59 0.09
H 4.17453 -4.01008 -3.95741 0.54 -0.30 -0.09
H 5.09879 -2.51061 -4.03318 -0.36 0.28 0.90
H 1.00686 -2.80671 -2.68506 0.36 0.52 0.43
H 1.27204 -2.04694 -4.23724 0.25 0.22 -0.17
H 1.57306 -3.75470 -3.93590 0.36 -0.12 -0.39